C32H33Br2ClFeN2O9 | ωB97M-V/def2-TZVPD

CARTESIAN COORDINATES (ANGSTROEM)
Fe (0.290, 0.410, 0.816)
C (0.274, 4.243, -0.850)
O (-0.503, 3.334, -0.095)
C (-1.077, 3.807, 1.034)
C (-0.966, 5.112, 1.473)
C (-1.641, 5.472, 2.635)
Br (-1.522, 7.276, 3.240)
C (-2.400, 4.577, 3.341)
C (-2.505, 3.249, 2.896)
C (-1.836, 2.865, 1.759)
O (-1.922, 1.639, 1.205)
C (-3.388, 2.357, 3.665)
N (-4.451, 2.786, 4.308)
C (-4.958, 1.658, 4.927)
C (-6.075, 1.516, 5.752)
C (-6.357, 0.259, 6.252)
C (-5.552, -0.850, 5.940)
C (-4.445, -0.734, 5.121)
C (-4.166, 0.537, 4.628)
N (-3.178, 1.014, 3.802)
H (-0.355, 5.041, -1.260)
H (0.706, 3.662, -1.657)
H (1.072, 4.685, -0.249)
H (-0.339, 5.825, 0.962)
H (-2.939, 4.863, 4.230)
H (-2.099, 0.940, 1.864)
H (-6.694, 2.373, 5.983)
H (-7.211, 0.122, 6.904)
H (-5.808, -1.820, 6.349)
H (-3.809, -1.577, 4.881)
H (-2.356, 0.506, 3.487)
C (2.409, -4.912, -4.676)
C (1.261, -4.882, -3.667)
C (-0.017, -5.336, -4.387)
C (1.585, -5.881, -2.545)
C (1.058, -3.493, -3.066)
C (0.027, -3.274, -2.153)
C (-0.131, -2.037, -1.582)
Br (-1.593, -1.769, -0.390)
C (0.715, -0.918, -1.821)
O (0.530, 0.189, -1.171)
C (1.712, -1.130, -2.810)
C (1.857, -2.401, -3.369)
C (2.685, -0.051, -3.310)
C (4.112, -0.408, -2.864)
C (2.374, 1.356, -2.806)
C (2.636, 0.013, -4.847)
H (2.526, -5.928, -5.064)
H (3.354, -4.621, -4.212)
H (2.220, -4.246, -5.521)
H (0.123, -6.329, -4.827)
H (-0.274, -4.635, -5.184)
H (-0.861, -5.387, -3.699)
H (1.765, -6.879, -2.958)
H (0.765, -5.950, -1.829)
H (2.475, -5.562, -2.000)
H (-0.652, -4.070, -1.872)
H (2.649, -2.533, -4.094)
H (4.172, -0.418, -1.774)
H (4.825, 0.330, -3.243)
H (4.412, -1.393, -3.227)
H (2.393, 1.401, -1.722)
H (1.379, 1.669, -3.120)
H (3.114, 2.052, -3.215)
H (2.988, -0.909, -5.313)
H (3.265, 0.833, -5.206)
H (1.613, 0.192, -5.184)
O (1.350, -2.617, 3.396)
C (0.817, -1.725, 2.749)
O (1.235, -1.186, 1.668)
C (-0.551, -1.106, 3.238)
O (-1.139, -1.506, 4.234)
O (-0.974, -0.131, 2.499)
Cl (4.554, 4.374, 0.655)
C (3.655, 2.827, 0.773)
C (2.315, 2.910, 1.532)
O (2.049, 3.894, 2.210)
O (1.646, 1.845, 1.391)
H (4.298, 2.114, 1.283)
H (3.482, 2.481, -0.238)

As for the spin multiplicity: 5. The total energy comes out at -8898.08646 hartree. The expectation value of S² is 6.0066. The molar mass is 840.73 g mol⁻¹. Its net charge is -2. The energy above the lowest of the compared OMol25 structures with the same formula, charge and spin comes out at 0.2387 eV. Its HOMO energy (alpha / beta) is -2.94 / -2.68 eV.

Atom charges from the Löwdin analysis, given in e for atoms 1 to 5:
1. Fe 0.845
2. C -0.057
3. O -0.067
4. C -0.205
5. C -0.061

C18H14AsFeN2O11S | ωB97M-V/def2-TZVPD

CARTESIAN COORDINATES (ANGSTROEM)
Fe (-0.331, -0.596, -0.738)
O (-1.066, -4.398, -0.424)
C (-1.079, -3.320, -1.207)
O (-0.073, -2.727, -1.529)
C (-2.442, -2.962, -1.781)
O (-2.632, -1.573, -1.753)
C (-3.366, -1.122, -0.604)
C (-2.688, -1.560, 0.691)
O (-3.378, -1.852, 1.659)
O (-1.402, -1.654, 0.611)
H (-0.210, -4.385, 0.034)
H (-3.232, -3.509, -1.260)
H (-2.425, -3.255, -2.834)
H (-4.385, -1.512, -0.640)
H (-3.382, -0.033, -0.670)
O (1.168, 2.083, -3.628)
As (1.764, 1.532, -2.074)
O (3.384, 1.767, -2.037)
O (1.196, -0.039, -1.762)
C (0.861, 2.534, -0.709)
C (1.581, 3.239, 0.161)
C (0.989, 3.753, 1.409)
C (-0.283, 3.543, 1.747)
C (-1.225, 2.790, 0.864)
C (-0.570, 2.233, -0.419)
S (-1.673, 2.142, -1.846)
O (-3.033, 2.274, -1.359)
O (-1.279, 3.164, -2.816)
O (-1.331, 0.774, -2.295)
H (0.267, 2.453, -3.521)
H (2.640, 3.382, -0.027)
H (1.645, 4.282, 2.094)
H (-0.663, 3.895, 2.702)
H (-2.168, 3.316, 0.707)
N (5.189, -2.191, 3.884)
C (4.319, -1.918, 3.178)
C (3.222, -1.589, 2.300)
C (2.173, -0.797, 2.756)
C (1.108, -0.498, 1.916)
C (1.067, -0.969, 0.602)
C (2.137, -1.763, 0.162)
C (3.197, -2.077, 0.994)
H (2.190, -0.423, 3.773)
H (0.292, 0.088, 2.311)
H (2.150, -2.116, -0.858)
H (4.022, -2.680, 0.634)
N (-1.439, 1.361, 1.316)
C (-0.806, 0.909, 0.283)

As for the spin multiplicity: 2. The total energy comes out at -5529.17630 hartree. The expectation value of S² is 0.8010. The molar mass is 597.15 g mol⁻¹. Its net charge is -2. The energy above the lowest of the compared OMol25 structures with the same formula, charge and spin comes out at 0.0000 eV. Its HOMO energy (alpha / beta) is -2.75 / -2.67 eV.

Atom charges from the Löwdin analysis, given in e for atoms 1 to 5:
1. Fe 0.597
2. O 0.137
3. C -0.484
4. O 0.081
5. C -0.108

C14H25NO4P2 | ωB97M-V/def2-TZVPD

CARTESIAN COORDINATES (ANGSTROEM)
C (-1.522, 2.188, 2.511)
C (-0.086, 1.592, 2.104)
P (-0.010, 0.799, 0.386)
C (-1.548, -0.261, 0.021)
C (-2.807, 0.578, -0.526)
C (-4.227, -0.161, -0.301)
C (-4.850, 0.033, 1.156)
N (-4.162, -0.653, 2.275)
C (-4.402, -2.097, 2.345)
C (-3.692, -3.232, 1.488)
O (-5.231, -2.489, 3.213)
P (1.598, -0.710, 0.590)
O (2.920, 0.064, 0.636)
O (1.549, -1.891, -0.627)
O (1.393, -1.412, 2.150)
H (-1.711, 1.864, 3.602)
H (-2.398, 1.789, 1.911)
H (-1.443, 3.323, 2.536)
H (0.637, 2.490, 2.071)
H (0.336, 0.877, 2.882)
H (-1.774, -0.944, 0.902)
H (-1.240, -0.959, -0.844)
H (-2.676, 0.612, -1.672)
H (-2.817, 1.675, -0.200)
H (-4.174, -1.239, -0.669)
H (-4.949, 0.371, -1.030)
H (-4.941, 1.145, 1.408)
H (-5.922, -0.382, 1.119)
H (-3.180, -0.388, 2.396)
H (-4.354, -4.170, 1.582)
H (-3.605, -3.019, 0.376)
H (-2.662, -3.528, 1.871)
H (1.677, -1.406, -1.482)
H (1.926, -0.897, 2.802)
C (4.819, 0.806, -2.003)
C (5.844, -0.126, -2.123)
C (6.724, -0.060, -3.199)
C (6.576, 0.937, -4.158)
C (5.545, 1.864, -4.044)
C (4.667, 1.800, -2.965)
H (4.137, 0.758, -1.159)
H (5.958, -0.905, -1.376)
H (7.525, -0.786, -3.290)
H (7.263, 0.990, -4.996)
H (5.425, 2.638, -4.795)
H (3.865, 2.525, -2.875)

Its structure (SMILES) is CCP(CCCCNC(C)=O)P(=O)(O)O.c1ccccc1. The total energy comes out at -1586.86386 hartree. The molar mass is 333.30 g mol⁻¹. Its HOMO energy is -9.09 eV.

Atom charges from the Löwdin analysis, given in e for atoms 1 to 5:
1. C -0.150
2. C -0.443
3. P 0.863
4. C -0.429
5. C -0.259

C26H33N5O2Ru | ωB97M-V/def2-TZVPD

CARTESIAN COORDINATES (ANGSTROEM)
Ru (-0.128, 0.491, 0.010)
C (-1.033, 3.354, -1.187)
N (-1.527, 2.046, -0.702)
C (-2.350, 1.423, -1.782)
C (-1.625, 1.119, -3.097)
C (-0.153, 0.711, -3.025)
N (0.150, -0.172, -1.903)
C (0.435, -1.399, -2.165)
C (0.783, -2.418, -1.213)
C (0.954, -3.721, -1.699)
C (1.369, -4.743, -0.875)
C (1.671, -4.478, 0.475)
C (1.542, -3.215, 0.980)
C (1.072, -2.157, 0.159)
O (0.942, -0.992, 0.716)
C (-2.475, 2.329, 0.428)
C (-1.885, 3.083, 1.614)
C (-0.643, 2.432, 2.253)
N (-0.611, 1.015, 1.903)
C (-1.053, 0.149, 2.751)
C (-1.432, -1.192, 2.424)
C (-1.667, -2.109, 3.469)
C (-2.206, -3.340, 3.214)
C (-2.596, -3.670, 1.904)
C (-2.425, -2.785, 0.870)
C (-1.804, -1.545, 1.101)
O (-1.620, -0.744, 0.064)
H (-1.884, 4.005, -1.404)
H (-0.474, 3.234, -2.110)
H (-0.402, 3.829, -0.441)
H (-3.187, 2.093, -1.997)
H (-2.761, 0.509, -1.364)
H (-1.687, 1.967, -3.782)
H (-2.189, 0.314, -3.571)
H (0.481, 1.591, -2.926)
H (0.136, 0.242, -3.967)
H (0.432, -1.709, -3.210)
H (0.756, -3.919, -2.745)
H (1.483, -5.744, -1.268)
H (2.011, -5.282, 1.114)
H (1.763, -2.987, 2.014)
H (-2.884, 1.369, 0.740)
H (-3.304, 2.918, 0.026)
H (-2.686, 3.142, 2.352)
H (-1.653, 4.113, 1.345)
H (-0.670, 2.550, 3.338)
H (0.273, 2.896, 1.888)
H (-1.225, 0.477, 3.777)
H (-1.412, -1.821, 4.482)
H (-2.362, -4.046, 4.018)
H (-3.049, -4.634, 1.711)
H (-2.730, -3.025, -0.139)
C (3.636, 4.347, -1.415)
C (3.064, 3.280, -0.550)
C (3.469, 2.768, 0.667)
C (2.557, 1.771, 1.007)
N (1.610, 1.669, 0.046)
N (1.948, 2.612, -0.873)
C (2.622, 0.935, 2.238)
H (4.674, 4.525, -1.146)
H (3.089, 5.282, -1.286)
H (3.598, 4.069, -2.468)
H (4.334, 3.067, 1.235)
H (1.457, 2.666, -1.746)
H (3.496, 1.226, 2.815)
H (2.695, -0.122, 1.994)
H (1.741, 1.065, 2.867)

The total energy comes out at -1529.21692 hartree. The molar mass is 548.65 g mol⁻¹. Its net charge is +2. Its HOMO energy (alpha / beta) is -13.84 / -13.73 eV.

Atom charges from the Löwdin analysis, given in e for atoms 1 to 5:
1. Ru 1.486
2. C -0.046
3. N -0.274
4. C -0.179
5. C -0.130

C7H9PS2 | ωB97M-V/def2-TZVPD

CARTESIAN COORDINATES (ANGSTROEM)
C (-2.486, 0.730, -0.657)
C (-1.667, 1.857, -0.428)
C (-1.923, -0.337, 0.061)
C (-0.773, 1.538, 0.625)
C (2.720, -0.086, 0.052)
C (-0.767, 0.146, 0.762)
C (0.464, -2.303, -0.098)
P (0.017, -0.601, -0.810)
S (4.008, -0.967, 0.252)
S (2.629, 1.551, -0.330)
H (-3.176, 0.749, -1.433)
H (-1.843, 2.941, -0.711)
H (-2.357, -1.361, 0.117)
H (0.030, 2.203, 1.182)
H (-0.477, -0.204, 1.715)
H (-0.198, -2.488, 0.807)
H (1.530, -2.234, 0.180)
H (0.414, -3.029, -0.924)
H (3.856, 1.894, -0.361)

The total energy comes out at -1409.67460 hartree. The molar mass is 188.26 g mol⁻¹. The energy above the lowest of the compared OMol25 structures with the same formula, charge and spin comes out at 5.4320 eV. Its HOMO energy (alpha / beta) is -6.56 / -7.58 eV.

Atom charges from the Löwdin analysis, given in e for atoms 1 to 5:
1. C -0.115
2. C -0.109
3. C -0.296
4. C -0.146
5. C -1.272

C3H6Cl2O | ωB97M-V/def2-TZVPD

CARTESIAN COORDINATES (ANGSTROEM)
C (-0.014, 1.811, -0.263)
O (-0.347, 0.681, 0.530)
C (0.507, -0.439, 0.570)
C (-0.283, -1.603, -0.047)
Cl (-0.695, -1.222, -1.715)
Cl (-1.763, -1.990, 0.920)
H (1.126, 1.887, -0.310)
H (-0.448, 1.698, -1.309)
H (-0.449, 2.753, 0.134)
H (1.418, -0.289, -0.081)
H (0.763, -0.694, 1.633)
H (0.185, -2.594, -0.063)

Its structure (SMILES) is COCC(Cl)Cl. The total energy comes out at -1113.49639 hartree. The molar mass is 128.99 g mol⁻¹. The energy above the lowest of the compared OMol25 structures with the same formula, charge and spin comes out at 0.9302 eV. Its HOMO energy is -10.12 eV.

Atom charges from the Löwdin analysis, given in e for atoms 1 to 5:
1. C -0.117
2. O -0.263
3. C -0.325
4. C -1.043
5. Cl 0.613

C7H22AlO3 | ωB97M-V/def2-TZVPD

CARTESIAN COORDINATES (ANGSTROEM)
C (1.357, -1.313, 0.210)
C (0.432, -0.105, 0.332)
C (-0.837, -0.166, -0.550)
O (-2.015, -0.247, 0.181)
Al (-2.685, -1.744, 0.889)
H (2.250, -1.199, 0.830)
H (1.683, -1.444, -0.827)
H (0.831, -2.221, 0.505)
H (1.004, 0.805, 0.112)
H (0.078, -0.009, 1.361)
H (-0.727, -1.014, -1.251)
H (-0.878, 0.745, -1.172)
H (-1.517, -2.889, 0.858)
H (-3.968, -2.230, -0.006)
H (-3.134, -1.421, 2.429)
C (0.556, 1.967, 4.001)
C (1.413, 0.718, 4.044)
O (2.646, 0.877, 3.344)
H (0.343, 2.238, 2.967)
H (-0.393, 1.800, 4.513)
H (1.063, 2.806, 4.487)
H (0.898, -0.103, 3.546)
H (1.608, 0.413, 5.078)
H (3.127, 1.602, 3.754)
C (-1.058, 0.820, -4.335)
C (-0.170, -0.407, -4.348)
O (1.018, -0.223, -5.124)
H (-1.341, 1.100, -5.351)
H (-1.959, 0.630, -3.751)
H (-0.541, 1.665, -3.872)
H (-0.685, -1.248, -4.810)
H (0.083, -0.694, -3.324)
H (1.519, 0.490, -4.718)

The total energy comes out at -748.07765 hartree. The molar mass is 181.23 g mol⁻¹. Its net charge is -1. Its HOMO energy is -4.48 eV.

Atom charges from the Löwdin analysis, given in e for atoms 1 to 5:
1. C -0.126
2. C -0.244
3. C -0.372
4. O -0.390
5. Al 0.078

C3H6N2O2 | ωB97M-V/def2-TZVPD

CARTESIAN COORDINATES (ANGSTROEM)
H (-3.422, -0.259, -0.047)
N (-2.756, -0.659, 0.613)
C (-1.619, -0.675, 0.068)
O (-0.572, -1.246, 0.723)
C (0.689, -0.613, 0.660)
C (0.954, 0.216, -0.603)
N (1.568, 1.405, -0.376)
O (0.646, -0.160, -1.720)
H (-1.362, -0.320, -0.931)
H (0.816, 0.009, 1.555)
H (1.441, -1.408, 0.693)
H (1.779, 1.984, -1.175)
H (1.839, 1.725, 0.540)

Its structure (SMILES) is [H]/N=C/OCC(N)=O. The total energy comes out at -377.89447 hartree. The molar mass is 102.09 g mol⁻¹. The energy above the lowest of the compared OMol25 structures with the same formula, charge and spin comes out at 1.7652 eV. Its HOMO energy is -10.03 eV.

Atom charges from the Löwdin analysis, given in e for atoms 1 to 5:
1. H 0.048
2. N 0.120
3. C -0.305
4. O -0.050
5. C -0.112

C21H33ClNO7 | ωB97M-V/def2-TZVPD

CARTESIAN COORDINATES (ANGSTROEM)
C (6.072, -0.517, 3.017)
C (5.911, -0.683, 1.840)
C (5.586, -0.961, 0.440)
C (4.591, 0.009, -0.286)
C (5.366, 0.957, -1.184)
C (6.008, 2.096, -0.358)
C (7.343, 2.522, -0.913)
O (7.678, 2.378, -2.049)
O (8.162, 3.148, 0.018)
O (3.763, -0.880, -1.102)
C (2.741, -1.313, -0.310)
O (1.932, -2.121, -0.596)
O (2.808, -0.650, 0.904)
C (3.435, 0.581, 0.584)
O (3.769, 1.216, 1.768)
C (2.572, 1.531, -0.278)
C (1.290, 2.093, 0.341)
C (0.350, 1.119, 1.025)
Cl (1.669, 3.512, 1.410)
H (6.398, -0.397, 4.023)
H (6.524, -0.931, -0.120)
H (5.229, -1.985, 0.350)
H (6.168, 0.430, -1.697)
H (4.719, 1.352, -1.967)
H (5.328, 2.950, -0.335)
H (6.143, 1.781, 0.679)
H (8.660, 2.453, 0.471)
H (3.975, 2.140, 1.598)
H (3.202, 2.388, -0.530)
H (2.297, 1.085, -1.235)
H (0.733, 2.537, -0.483)
H (-0.135, 0.474, 0.291)
H (0.810, 0.547, 1.825)
H (-0.459, 1.699, 1.472)
C (-4.570, 0.833, -1.752)
C (-4.981, 0.229, -0.394)
C (-6.363, -0.427, -0.539)
C (-6.370, -1.743, -1.325)
C (-5.043, -2.507, -1.207)
C (-4.213, -2.138, 0.030)
N (-3.932, -0.720, -0.001)
O (-3.169, -0.310, 1.104)
C (-2.876, -2.873, -0.083)
C (-4.915, -2.632, 1.310)
C (-5.133, 1.374, 0.600)
H (-3.601, 1.326, -1.653)
H (-5.298, 1.577, -2.109)
H (-4.476, 0.059, -2.515)
H (-6.763, -0.615, 0.460)
H (-7.058, 0.284, -1.002)
H (-7.191, -2.365, -0.955)
H (-6.592, -1.556, -2.380)
H (-5.241, -3.584, -1.215)
H (-4.431, -2.310, -2.093)
H (-2.317, -2.503, -0.945)
H (-3.037, -3.951, -0.210)
H (-2.271, -2.717, 0.808)
H (-5.063, -3.719, 1.277)
H (-5.894, -2.171, 1.454)
H (-4.303, -2.399, 2.181)
H (-5.901, 2.070, 0.240)
H (-4.201, 1.922, 0.718)
H (-5.434, 1.007, 1.582)

The total energy comes out at -1861.51801 hartree. The molar mass is 446.95 g mol⁻¹. Its net charge is -1. Its HOMO energy is -1.29 eV.

Atom charges from the Löwdin analysis, given in e for atoms 1 to 5:
1. C 0.124
2. C -0.129
3. C -0.078
4. C -0.315
5. C -0.086

What did the eighth record say?
C3H6N2O2 | ωB97M-V/def2-TZVPD

CARTESIAN COORDINATES (ANGSTROEM)
H (-3.422, -0.259, -0.047)
N (-2.756, -0.659, 0.613)
C (-1.619, -0.675, 0.068)
O (-0.572, -1.246, 0.723)
C (0.689, -0.613, 0.660)
C (0.954, 0.216, -0.603)
N (1.568, 1.405, -0.376)
O (0.646, -0.160, -1.720)
H (-1.362, -0.320, -0.931)
H (0.816, 0.009, 1.555)
H (1.441, -1.408, 0.693)
H (1.779, 1.984, -1.175)
H (1.839, 1.725, 0.540)

Its structure (SMILES) is [H]/N=C/OCC(N)=O. The total energy comes out at -377.89447 hartree. The molar mass is 102.09 g mol⁻¹. The energy above the lowest of the compared OMol25 structures with the same formula, charge and spin comes out at 1.7652 eV. Its HOMO energy is -10.03 eV.

Atom charges from the Löwdin analysis, given in e for atoms 1 to 5:
1. H 0.048
2. N 0.120
3. C -0.305
4. O -0.050
5. C -0.112

Please write out number 6 again, unchanged.
C3H6Cl2O | ωB97M-V/def2-TZVPD

CARTESIAN COORDINATES (ANGSTROEM)
C (-0.014, 1.811, -0.263)
O (-0.347, 0.681, 0.530)
C (0.507, -0.439, 0.570)
C (-0.283, -1.603, -0.047)
Cl (-0.695, -1.222, -1.715)
Cl (-1.763, -1.990, 0.920)
H (1.126, 1.887, -0.310)
H (-0.448, 1.698, -1.309)
H (-0.449, 2.753, 0.134)
H (1.418, -0.289, -0.081)
H (0.763, -0.694, 1.633)
H (0.185, -2.594, -0.063)

Its structure (SMILES) is COCC(Cl)Cl. The total energy comes out at -1113.49639 hartree. The molar mass is 128.99 g mol⁻¹. The energy above the lowest of the compared OMol25 structures with the same formula, charge and spin comes out at 0.9302 eV. Its HOMO energy is -10.12 eV.

Atom charges from the Löwdin analysis, given in e for atoms 1 to 5:
1. C -0.117
2. O -0.263
3. C -0.325
4. C -1.043
5. Cl 0.613